Computed, not measured: C59H54AsF5N2PPtSbSeSi as an isolated structure, with ωB97M-V/def2-TZVPD.

Structure (ORCA input):
```
! wB97M-V def2-TZVPD RIJCOSX def2/J DEFGRID3
* xyz 0 1
Pt 1.34940 -0.87082 -0.54178
C 4.59390 -1.94071 -1.69938
C 4.35605 -1.97677 -0.22001
C 5.35287 -2.37478 0.64701
C 5.08023 -2.40461 2.01838
C 3.83929 -2.07544 2.49380
C 2.81901 -1.71183 1.58011
N 3.14850 -1.63807 0.25074
N 1.54443 -1.40777 1.82146
Si 0.61578 -2.03409 3.13377
C 0.22713 -0.68041 4.38376
C 1.42352 -3.45749 4.06803
C -1.00091 -2.71521 2.42217
H 4.73038 -2.95557 -2.07522
H 5.48924 -1.36112 -1.93113
H 3.74651 -1.50574 -2.22054
H 6.32327 -2.64896 0.25732
H 5.86271 -2.68660 2.71330
H 3.62821 -2.07344 3.55167
H 1.15178 -0.31983 4.84121
H -0.43334 -1.03068 5.18146
H -0.25018 0.17120 3.89383
H 2.15735 -3.13358 4.80752
H 1.92454 -4.15080 3.39011
H 0.64870 -4.01474 4.60207
H -1.89579 -2.20622 2.78604
H -1.10402 -3.77727 2.66174
H -0.96423 -2.64368 1.33052
C -2.00344 -1.10080 -1.12869
C -3.39403 -0.66403 -1.58073
As -4.32082 0.71479 -0.50123
C -4.79264 -0.34242 1.07373
C -5.39910 0.34744 2.12193
C -5.76172 -0.30781 3.28834
C -5.50871 -1.66688 3.42903
C -4.90094 -2.36140 2.39479
C -4.54819 -1.70289 1.22274
C -6.03319 0.57126 -1.44098
C -6.77555 -0.60646 -1.48166
C -7.97977 -0.65560 -2.16697
C -8.45736 0.47544 -2.81760
C -7.72895 1.65378 -2.77821
C -6.52345 1.70041 -2.08820
P -0.60460 0.07672 -1.10393
C -1.09011 1.32373 0.13586
C -1.13746 2.69263 -0.10850
C -1.53917 3.57079 0.88751
C -1.90167 3.09168 2.13614
C -1.84129 1.72819 2.39559
C -1.42946 0.85124 1.40568
C -0.66752 0.91978 -2.71394
C 0.30877 0.62474 -3.66123
C 0.29024 1.23231 -4.90853
C -0.70911 2.14081 -5.22096
C -1.69757 2.43151 -4.28849
C -1.68195 1.82113 -3.04410
H -1.64917 -1.90922 -1.77092
H -2.03925 -1.51000 -0.11603
H -4.03852 -1.54565 -1.60086
H -3.37530 -0.27958 -2.60191
H -5.58581 1.41226 2.02906
H -6.23680 0.24267 4.09065
H -5.78395 -2.18023 4.34125
H -4.69630 -3.42008 2.49426
H -4.08503 -2.27809 0.43059
H -6.41782 -1.49133 -0.96643
H -8.54897 -1.57625 -2.19173
H -9.39909 0.43656 -3.34998
H -8.09864 2.53887 -3.28032
H -5.95996 2.62640 -2.05533
H -0.86903 3.08793 -1.07765
H -1.56819 4.63256 0.67821
H -2.23116 3.77655 2.90722
H -2.12428 1.34291 3.36696
H -1.38214 -0.20742 1.62623
H 1.07519 -0.09587 -3.40912
H 1.05591 0.99225 -5.63550
H -0.72398 2.61852 -6.19226
H -2.48234 3.13710 -4.52893
H -2.44891 2.06968 -2.31972
C 1.16816 6.00935 -0.97150
C 1.12706 5.12483 -2.04285
C 1.55371 3.81603 -1.87497
C 2.01589 3.37955 -0.63476
C 2.06025 4.26755 0.43196
C 1.63977 5.58155 0.26088
Sb 2.63781 1.35069 -0.47339
C 3.68841 1.40653 1.36939
C 5.06300 1.23511 1.49095
C 5.65942 1.22524 2.74458
C 4.88488 1.38182 3.88453
C 3.50861 1.52855 3.77206
C 2.91119 1.52861 2.52036
C 4.16664 1.54001 -1.93608
C 3.97208 0.95377 -3.18313
C 4.87791 1.16206 -4.21389
C 5.98890 1.96618 -4.00441
C 6.18197 2.56988 -2.76916
C 5.26947 2.36752 -1.74313
H 0.83919 7.03261 -1.10103
H 0.76642 5.45492 -3.00907
H 1.51439 3.13393 -2.72043
H 2.42305 3.94689 1.40078
H 1.68079 6.27045 1.09526
H 5.68016 1.07733 0.61476
H 6.72945 1.08228 2.82840
H 5.35098 1.37513 4.86171
H 2.89607 1.62699 4.65929
H 1.82938 1.59904 2.44801
H 3.11440 0.31379 -3.35042
H 4.71756 0.69366 -5.17683
H 6.70073 2.12800 -4.80358
H 7.04088 3.20824 -2.60530
H 5.41631 2.87509 -0.79695
F -1.45165 -7.05792 1.52453
C -0.91714 -6.12226 0.73810
C 0.38877 -5.70805 0.93493
F 1.11617 -6.27654 1.90044
C 0.92811 -4.72484 0.12504
F 2.19422 -4.37941 0.35608
C 0.20751 -4.13391 -0.91099
Se 0.99703 -2.81286 -2.06566
C -1.07888 -4.61393 -1.10864
F -1.82090 -4.17989 -2.13872
C -1.65296 -5.57351 -0.29186
F -2.90721 -5.98567 -0.50827
*
```

Properties
LUMO level, eV: 0.10
Kohn-Sham gap, eV: 7.26

=====

Computed, not measured: C59H55N3O7S3TeTi as an isolated structure at a distorted geometry, with ωB97M-V/def2-TZVPD.

Structure (ORCA input):
```
! wB97M-V def2-TZVPD RIJCOSX def2/J DEFGRID3
* xyz -1 4
Ti -1.66868 -0.47514 0.23393
O -0.95040 1.94383 4.59569
C -1.08284 1.30461 3.38492
O -0.56637 0.16150 3.28074
C -1.65064 2.08732 2.35114
C -1.86291 3.48808 2.55528
C -2.35731 4.26755 1.53565
C -2.77466 3.67763 0.34692
C -2.68002 2.26437 0.24173
N -1.97303 1.49118 1.14527
C -3.38603 1.49502 -0.69755
O -4.18183 2.05139 -1.64399
O -3.34571 0.21956 -0.67325
H -0.49069 1.29758 5.14797
H -1.57217 3.91986 3.50006
H -2.43848 5.34034 1.66724
H -3.18654 4.27985 -0.45381
H -4.23501 2.99798 -1.46857
S -1.09694 -3.29703 2.09551
C -2.40424 -2.35240 2.57294
N -2.85636 -1.24530 1.99988
C -4.00026 -0.75943 2.62625
C -4.72479 0.37848 2.27171
C -5.84519 0.72856 3.00519
C -6.26886 -0.03366 4.09269
C -5.56317 -1.16752 4.45790
C -4.43965 -1.51780 3.72289
S -3.37389 -2.86590 3.94790
H -4.41305 0.98413 1.43709
H -6.39726 1.61751 2.72628
H -7.14680 0.26032 4.65401
H -5.87685 -1.77061 5.30094
C 2.78604 5.45745 -4.68749
C 2.77208 5.48466 -6.19204
O 3.35029 6.31163 -6.84912
S 1.85601 4.22056 -7.06554
C 1.16426 3.21999 -5.77295
C 1.88364 2.14933 -5.24881
C 1.35239 1.38610 -4.22455
C 0.07982 1.66313 -3.70519
C -0.64452 2.72530 -4.26232
C -0.10933 3.49238 -5.28195
C -0.45244 0.91197 -2.61583
C -0.88260 0.34664 -1.62279
H 3.28449 4.55232 -4.33965
H 1.77339 5.43698 -4.28566
H 3.32118 6.33648 -4.33626
H 2.86781 1.92523 -5.64311
H 1.92573 0.57130 -3.80027
H -1.63291 2.93520 -3.87454
H -0.67536 4.31558 -5.70045
C -6.30305 -6.01716 -3.67713
C -5.18511 -5.18280 -3.11954
C -5.34858 -4.45062 -1.95484
C -4.33760 -3.65808 -1.42353
C -4.60483 -2.91378 -0.15209
C -3.09713 -3.60812 -2.09471
C -1.95859 -2.84738 -1.62317
O -1.94073 -2.07230 -0.65777
C -2.91803 -4.34795 -3.28846
C -1.62260 -4.32156 -4.05967
C -3.95899 -5.11506 -3.77532
H -7.12120 -6.10696 -2.96359
H -5.95634 -7.02055 -3.92941
H -6.70145 -5.57039 -4.59071
H -6.29682 -4.49198 -1.43053
H -5.62136 -3.10732 0.18974
H -4.48005 -1.83943 -0.28493
H -3.90874 -3.22431 0.62835
H -1.00989 -2.96143 -2.14935
H -1.32336 -3.30494 -4.31905
H -1.72964 -4.88697 -4.98442
H -0.80509 -4.76182 -3.48595
H -3.81363 -5.67556 -4.69294
C 5.29239 0.21314 7.18335
C 4.37073 0.31419 5.99800
C 4.34234 1.44741 5.20320
C 3.50608 1.53890 4.09345
C 3.53652 2.82228 3.29627
C 2.69955 0.44673 3.75413
Te 1.43844 0.80918 2.03586
N 0.38643 -0.38984 0.64851
C 1.22826 -1.38682 0.67051
O 2.15320 -1.35130 1.54765
C 1.32350 -2.45039 -0.36790
C 1.48005 -3.78822 -0.02622
C 1.67875 -4.73217 -1.02157
C 1.75515 -4.33940 -2.35303
C 1.61396 -3.00071 -2.68991
C 1.38864 -2.05435 -1.69828
C 2.90962 1.32013 0.57158
C 4.22956 0.86135 0.48423
C 4.90341 -0.02610 1.49921
C 5.01008 1.29634 -0.58898
C 4.53206 2.17170 -1.54822
C 5.38355 2.59688 -2.71340
C 3.23574 2.65049 -1.41086
C 2.41660 2.25273 -0.36319
C 1.04340 2.87048 -0.26634
C 2.64675 -0.68207 4.58659
C 1.70271 -1.84242 4.41196
C 3.50243 -0.72216 5.68477
H 5.79409 1.16157 7.37491
H 6.06028 -0.54507 7.01574
H 4.74551 -0.07082 8.08395
H 4.97648 2.29292 5.45122
H 3.94479 3.62624 3.90791
H 2.54220 3.13854 2.97120
H 4.15606 2.72850 2.40083
H 1.43500 -4.08160 1.01378
H 1.78354 -5.77668 -0.75650
H 1.92666 -5.07850 -3.12654
H 1.66944 -2.68958 -3.72634
H 1.24279 -1.01008 -1.94219
H 4.22615 -0.75349 1.92886
H 5.31616 0.57355 2.31593
H 5.73133 -0.55729 1.02796
H 6.02794 0.92765 -0.66884
H 6.39606 2.20275 -2.62943
H 5.44691 3.68477 -2.77912
H 4.95941 2.23682 -3.65438
H 2.83987 3.34684 -2.14333
H 0.82466 3.43472 -1.17315
H 0.96964 3.55616 0.58290
H 0.25354 2.12648 -0.16881
H 0.76042 -1.56123 3.94702
H 1.47774 -2.27237 5.38947
H 2.14998 -2.61943 3.79260
H 3.46691 -1.59494 6.32996
*
```

Properties
LUMO level (alpha / beta), eV: 1.74 / 1.61
Energy above the lowest of the compared OMol25 structures with the same formula, charge and spin, kJ/mol: 55.5
Kohn-Sham gap (alpha / beta), eV: 4.69 / 6.41